{"formula": "C2F2INO2", "method": "wB97M-V/def2-TZVPD", "gap_ev": [6.62, 6.62], "homo_ha": [-0.3233, -0.3232], "lumo_ha": [-0.0800, -0.0800], "energy_ev": -21188.248, "elements": ["C", "C", "N", "O", "O", "F", "F", "I"], "xyz": [[-0.336, 0.541, 0.495], [-1.580, 0.954, 0.760], [1.027, -2.347, -0.566], [0.751, 0.164, 0.408], [1.977, -1.755, -0.618], [-2.669, 0.243, 0.391], [-1.786, 2.192, 1.296], [2.616, 0.009, -2.166]], "lowdin_charge": [-0.0611, -0.2989, 0.1931, 0.0698, -0.3660, 0.0963, 0.0878, 0.2791]}